A molecular structure, C39H30Br3GeN4Rh. Source: the Open Molecules 2025 dataset; level of theory: ωB97M-V/def2-TZVPD.

Last column: Mulliken charge in e.
Positions of all 78 atoms, in Å:
C 1.70272 1.09973 -2.95016  0.700
H 1.36768 0.31096 -4.91905  0.568
H -4.57455 -4.12542 -1.75197  0.484
C 0.14535 0.04423 3.66798  -0.414
H 4.06935 3.30371 -0.52556  0.693
H 0.66275 1.35840 -2.80838  0.332
H -5.10127 -3.21709 4.03687  0.480
H -4.08614 -1.05977 4.71619  0.483
C 2.33960 1.56881 4.19637  -1.161
H -2.81913 2.77402 -0.05469  0.396
H 1.06091 -2.83372 -0.39313  0.388
C -4.57886 -2.60887 3.30805  -0.686
C 2.63716 1.34560 -1.95684  -0.726
Br 5.92291 -2.91323 0.65831  -0.039
C 1.94383 1.29986 2.87788  0.983
H -2.20869 1.49573 -4.56955  0.489
C -5.17752 -4.62120 0.23821  -0.661
H -5.66391 -4.81769 2.32737  0.469
H 1.93775 1.22787 6.26955  0.467
C -1.89587 0.76740 -3.83285  -0.743
C -4.55161 -3.83920 -0.70872  -0.838
N 1.77748 -0.94885 0.06193  1.056
H -0.83433 3.40383 -0.76966  0.130
C 0.97187 4.52817 -1.11453  -1.266
C 2.09260 0.50071 -4.13901  -1.009
C 0.24817 3.35165 -0.81975  -0.172
H 4.72855 1.23518 -1.42895  0.423
C -3.20580 -1.02047 1.41175  0.447
C -1.80103 0.02388 -1.53693  0.548
H -0.04954 -0.22068 5.77722  0.459
H 0.44374 5.43592 -1.36712  0.509
H -2.65054 1.90636 -2.19338  0.425
H -1.10365 -0.59213 -5.29006  0.547
Br 3.33678 6.09803 -1.11752  -0.052
C 4.09662 -0.75537 0.59469  -0.693
C -3.83530 -2.22835 1.00728  1.209
H 4.92945 -0.12284 0.86826  0.671
C -2.13768 0.99751 -2.48814  -0.716
H -0.88794 -1.91283 -1.23426  0.948
Ge -2.25694 0.31515 0.30563  0.715
C -1.14156 -1.14128 -1.95542  0.095
C -1.27257 -0.40982 -4.23691  -0.824
H 3.22269 2.17061 4.36456  0.539
N 0.79521 2.20517 -0.54635  0.853
C -0.86744 -1.35130 -3.29803  -1.109
H -4.08678 1.95523 0.86711  0.422
C 2.99375 3.34260 -0.64191  -1.038
Rh 0.16874 0.49547 0.58546  -0.419
C 1.93925 -2.26212 -0.12426  -0.599
C 2.84640 -0.21532 0.38679  -0.222
C -3.99885 -1.39809 3.69207  -1.046
H -2.92140 0.32313 3.07719  0.595
C -5.16120 -4.21723 1.57808  -0.655
H 3.24987 -3.95440 -0.12750  0.492
H -5.68807 -5.53172 -0.04516  0.452
N 2.61090 1.19034 0.52433  1.366
N 0.80846 0.57089 2.63063  0.235
C 4.25555 -2.12449 0.41254  -0.298
C 0.52120 0.23597 4.98162  -0.915
C 4.37012 0.42334 -3.36158  -0.930
H 5.40817 0.17084 -3.52970  0.485
H -0.72263 -0.55347 3.42608  0.761
H 3.36194 2.64025 1.91092  0.602
C 2.36173 4.51318 -0.94696  -0.246
C 3.15829 -2.88964 0.03167  -0.904
C 2.71341 1.78206 1.78105  -1.125
C -3.33269 -0.62812 2.75592  -0.919
C -3.88879 -2.65995 -0.33419  -0.309
C 2.25096 2.03571 -0.64713  2.076
H -2.58878 2.44721 1.66673  0.467
C -3.00800 2.05452 0.74010  -1.200
C 1.62915 1.03803 5.25015  -0.367
C -4.51228 -3.02594 1.97674  0.832
H -3.43258 -2.05919 -1.10628  0.386
H -0.37167 -2.25860 -3.61798  0.518
Br 3.93834 -0.64978 -5.95282  -0.122
C 3.42015 0.15838 -4.34147  -0.165
C 3.97611 1.02259 -2.17943  -0.608

Output
Molecular weight: 969.9 g mol⁻¹
Expectation value of S²: 8.893
Charge: +3
E_HOMO (spin up / spin down): -15.18 / -15.34 eV
ΔE to the lowest compared entry with this formula, charge and spin: 0.7 kcal/mol
Calculated total energy: -316513.004 eV
Spin multiplicity: 6
Kohn-Sham gap (spin up / spin down): 0.2045 / 0.1380 hartree